ORCA calculation (wB97M-V/def2-TZVPD) on C25H33AsN4O2STi as an isolated structure.

Computed properties:
Energy, eV: -131308.2208
Highest occupied orbital energy, eV: -7.44
Frontier orbital gap, eV: 6.95
Total charge: 0

The geometry in XYZ format:
```
67
Properties=species:S:1:pos:R:3:mulliken_charge:R:1
N -0.21 0.24 1.59 1.59
C 0.17 -1.11 1.77 -1.23
H 2.93 -3.05 2.13 0.41
H -2.75 2.70 0.03 0.40
C 4.47 1.11 -2.99 -1.15
C -0.22 2.54 2.21 0.66
H 1.92 2.55 -3.70 0.31
C -0.41 -3.45 1.69 -0.04
H -0.77 4.00 -0.77 0.19
C 1.89 -2.80 2.00 -1.07
C 0.55 0.94 3.83 -0.74
H -3.11 -1.60 -3.19 0.60
H 2.25 -1.43 -4.90 0.34
C -1.56 -0.72 -2.04 0.42
C -1.47 -2.97 -2.78 -0.60
C 0.76 1.97 4.73 -0.87
H -2.54 -3.31 0.07 0.45
H 0.67 4.09 5.08 0.41
C -3.03 -2.77 0.87 -1.42
H 3.73 -0.52 -5.27 0.40
H 4.84 1.27 -4.01 0.37
O -1.28 1.61 -1.76 -0.48
C -0.24 -3.10 -2.15 -1.07
H 1.22 -4.83 1.89 0.43
H -3.68 -0.50 2.12 0.35
N -2.16 -1.74 1.40 0.73
H 0.76 -0.08 4.12 0.43
H -2.67 3.50 1.62 0.38
C -2.15 -1.76 -2.72 -0.55
C -0.81 -2.12 1.64 0.39
H -2.12 -0.29 2.92 0.25
N -0.37 -0.85 -1.43 1.00
H -2.57 1.73 1.50 0.22
H -3.12 -1.71 3.29 0.34
C -2.17 0.69 -2.02 0.24
H -0.24 4.58 2.83 0.35
C 0.28 -2.01 -1.46 -0.46
C 0.93 -3.79 1.86 -0.72
H 0.63 4.14 0.31 0.42
C 1.50 -1.46 1.95 0.04
As 2.71 0.24 -3.01 0.44
H -1.14 -4.24 1.60 0.43
H 1.22 -2.06 -0.93 0.59
H 5.18 0.48 -2.45 0.35
C 0.50 3.29 4.38 -0.87
C 3.17 -1.01 -4.48 -1.33
H -3.35 -3.50 1.64 0.37
C -0.45 4.03 0.27 -1.25
H -0.95 4.86 0.77 0.39
H -3.92 -2.30 0.47 0.29
O -3.34 0.87 -2.28 -0.65
H -1.89 -3.80 -3.33 0.44
H 3.76 -1.83 -4.07 0.38
S 1.85 1.61 -0.31 -0.67
C 1.78 1.56 -4.13 -1.07
C -2.80 -1.02 2.49 -1.16
H 1.14 1.75 5.72 0.41
C -0.01 3.56 3.11 -0.48
H 0.72 1.34 -4.16 0.24
H 0.32 -4.02 -2.18 0.57
C -2.30 2.66 1.02 -1.19
H 2.19 1.54 -5.15 0.45
H 2.23 -0.67 2.02 0.52
H 4.41 2.07 -2.47 0.34
Ti -0.13 0.97 -0.26 0.06
N -0.82 2.75 0.90 1.14
C 0.07 1.20 2.55 -0.47
```

***

ORCA calculation (wB97M-V/def2-TZVPD) on a 3-piece molecular cluster, C25H33BF9N5O5 overall.

Computed properties:
Energy, eV: -69276.9376
Highest occupied orbital energy, eV: -8.95
Frontier orbital gap, eV: 7.81
Structure (SMILES): [H]/N=C/CN1C(=O)c2c(C)c(C(F)(F)C(F)(F)C(F)(F)C(F)(F)F)c([C@H](C)CC)c(B(N)O)c2C1=O.CN(C)C=O.CN(C)C=O
Total charge: 0

The geometry in XYZ format:
```
78
Properties=species:S:1:pos:R:3:mulliken_charge:R:1
F 3.39 3.77 -4.34 -0.18
O -0.22 2.37 2.98 -0.68
H 0.93 -5.85 5.56 0.27
C -0.24 -1.60 2.76 -0.08
N 0.27 -2.94 2.38 0.31
H 0.62 1.85 3.02 0.32
H -2.91 1.14 -1.92 0.11
H 6.52 1.52 -3.21 0.38
H 0.61 4.60 -0.77 0.24
H -2.90 2.39 2.85 0.17
F 0.40 2.21 -5.75 -0.28
C -3.24 1.76 -1.00 -0.56
H -2.54 3.40 0.34 0.20
F 2.77 2.73 -6.35 -0.24
H -5.26 -1.13 5.26 0.40
H -0.33 4.16 0.79 0.35
O -0.64 -1.24 3.89 -0.58
N 5.47 0.48 -1.74 0.09
C -0.51 0.62 0.92 0.21
C -4.67 -1.13 4.35 -0.87
C -0.16 -0.84 1.36 0.29
H -3.62 -1.32 4.58 0.24
C -0.71 2.69 -0.90 0.90
H 5.94 2.51 -1.84 0.35
H 6.21 -0.06 0.12 0.30
O 4.02 -1.19 -1.15 -0.64
C 6.54 -0.03 -0.92 -1.01
H -4.97 -3.09 1.61 0.32
B -1.09 1.57 2.15 0.85
H -1.43 -3.80 3.46 0.19
H 1.77 -3.16 -1.57 0.37
H 0.32 -2.99 -2.76 0.36
H -7.14 -2.34 4.02 0.34
F 0.19 3.86 -4.20 -0.30
N -2.56 1.52 2.41 -0.31
H 7.43 0.61 -1.00 0.40
F 0.47 -0.34 -4.18 -0.30
C -2.27 3.03 -0.73 -0.64
C 0.67 -3.17 0.97 0.26
C -0.45 -4.11 2.96 -0.42
H 1.14 3.14 0.34 0.24
C 1.13 -2.43 -2.19 -1.53
H 4.80 1.96 -3.09 0.01
H -0.71 -4.90 2.17 0.42
C 5.69 1.69 -2.52 -0.66
C 0.53 -1.30 -1.20 1.25
H -3.13 1.05 -0.09 -0.01
H -2.63 3.86 -1.44 0.41
H -0.47 2.94 -2.01 -0.29
C 0.39 -1.78 0.26 -0.46
H -6.01 -3.52 4.74 0.34
N -5.15 -2.15 3.43 0.16
F 1.88 4.76 -5.86 -0.24
C 0.27 0.66 -3.20 0.76
O 1.14 -4.25 0.55 -0.61
N 0.11 -5.49 5.04 -0.64
C 0.16 0.17 -1.69 -0.37
C -4.53 -2.29 2.23 0.04
C 0.27 3.73 -0.10 -1.27
H -4.34 2.06 -1.11 0.39
O -3.59 -1.63 1.83 -0.55
C -6.27 -2.97 3.83 -0.95
F 2.52 1.00 -4.04 -0.36
H 3.53 0.28 -2.42 -0.01
C 4.28 -0.18 -1.77 0.42
C 0.56 -4.85 3.98 -0.05
C 1.44 1.77 -3.48 0.46
H -6.52 -3.69 3.05 0.29
C 2.36 3.56 -5.27 0.57
C 1.05 2.82 -4.62 0.71
F -1.04 1.19 -3.53 -0.32
H -4.75 -0.15 3.86 0.26
H 6.79 -1.04 -1.24 0.29
H -2.80 0.73 3.03 0.00
H 1.88 -1.90 -2.88 0.24
H 1.70 -4.79 3.82 0.30
C -0.35 1.15 -0.56 -0.18
F 1.96 2.34 -2.30 -0.17
```

***

ORCA calculation (wB97M-V/def2-TZVPD) on C25H33Cl5CrN2O5SSe2Si as an isolated structure.

Computed properties:
Energy, eV: -280122.8525
Highest occupied orbital energy (alpha / beta), eV: -4.22 / -4.27
Frontier orbital gap (alpha / beta), eV: 6.35 / 6.40
Multiplicity: 2
Total charge: -1

The geometry in XYZ format:
```
75
Properties=species:S:1:pos:R:3:mulliken_charge:R:1
N 0.75 3.75 0.38 0.22
H 1.58 -5.83 -1.37 0.43
H 0.14 6.31 0.39 0.29
H 2.33 -4.78 -2.58 0.40
Cl -5.49 -2.97 4.94 -0.23
Si -3.12 -0.81 -0.89 0.30
H -5.02 -2.40 -0.42 0.25
C -4.68 -4.36 2.76 -0.01
C -3.60 0.11 0.72 -0.76
Cl -1.02 -1.87 2.11 -0.13
O -1.82 -4.13 0.57 -0.61
Cl -4.14 -5.92 0.62 -0.21
H -4.43 0.79 0.54 0.46
C 1.82 -4.80 -1.62 -1.47
H 4.78 -4.53 0.11 0.46
Se 0.05 -3.91 -2.03 -0.28
O 4.26 2.07 -1.06 -0.63
H 2.40 7.51 -2.92 0.40
O -1.80 -1.65 -0.70 -0.22
H 2.25 0.96 -0.22 -0.52
C 1.91 4.22 -2.36 0.17
H 1.40 4.40 -0.03 0.18
C 2.95 3.99 -1.46 -0.09
N 2.13 1.98 -0.34 0.31
C -0.53 4.30 0.76 -0.64
H -2.77 0.69 1.12 0.05
C -2.41 -2.82 2.43 0.92
O 4.80 -4.62 -1.87 -0.51
H -0.92 3.70 1.58 0.38
S -0.09 1.32 0.86 -0.47
H -1.24 4.21 -0.08 0.26
H -3.92 -0.59 1.49 0.13
H -2.78 -0.02 -3.27 0.31
Cr -0.42 -2.74 0.00 0.23
H -1.38 6.19 1.27 0.38
C 2.56 6.52 -2.52 -0.46
H 0.93 5.65 -3.60 0.42
H 0.50 -4.77 1.78 0.21
H 4.62 4.83 -0.43 0.44
C 3.81 5.03 -1.11 -0.24
C 3.19 2.62 -0.93 0.10
Cl -2.87 -1.31 4.61 -0.20
H 3.07 -2.48 -1.79 0.40
H 1.36 5.43 2.40 0.27
Se 1.59 -1.42 -0.04 0.15
H 1.26 3.40 -2.64 0.45
C -2.85 0.46 -2.30 -1.00
Cl -6.10 -5.30 2.97 -0.21
C 0.38 5.89 2.49 -1.11
H 3.99 -5.98 -0.56 0.39
C 0.97 2.43 0.25 0.14
H 2.90 -4.13 1.61 0.30
H 4.25 7.10 -1.34 0.40
C 1.73 5.48 -2.89 -0.56
C -4.41 -3.32 3.65 0.55
H 4.22 -4.83 -2.61 0.34
H 3.88 -2.41 -0.20 0.53
H -3.67 1.17 -2.33 0.38
H -5.46 -1.30 -1.70 0.39
H -4.41 -2.67 -2.04 0.31
C -3.81 -4.64 1.72 0.27
C 2.97 -2.70 -0.72 -1.29
C 2.73 -4.20 -0.54 1.89
C -0.38 5.76 1.17 -0.56
C -2.64 -3.87 1.50 -0.30
C -4.65 -1.90 -1.31 -1.14
C 2.24 -4.59 0.86 -1.21
C 4.12 -4.89 -0.68 -1.29
O 0.91 -4.18 1.12 0.05
C 3.60 6.29 -1.63 -0.59
C -3.25 -2.56 3.49 -0.28
H -0.17 5.39 3.28 0.30
H 2.31 -5.69 0.96 0.55
H -1.92 1.02 -2.14 0.11
H 0.51 6.93 2.75 0.37
```

***

ORCA calculation (wB97M-V/def2-TZVPD) on C25H33ClIrN6O5 as an isolated structure.

Computed properties:
Energy, eV: -60976.9792
Highest occupied orbital energy (alpha / beta), eV: -12.00 / -14.35
Frontier orbital gap (alpha / beta), eV: 4.40 / 5.78
Multiplicity: 6
Total charge: +2

The geometry in XYZ format:
```
71
Properties=species:S:1:pos:R:3:mulliken_charge:R:1
H 5.29 -0.19 -0.28 0.36
H 1.36 0.57 -3.76 0.31
Cl -0.18 -1.48 -3.63 -0.07
H -6.41 2.84 -0.99 0.40
H 0.59 -0.07 3.68 0.55
N 1.93 -1.40 -0.04 -0.51
C 1.86 -2.16 1.21 -0.65
C -1.08 -0.35 -2.67 -0.74
C -4.24 5.40 -0.48 -0.61
H 6.71 2.24 0.57 0.25
H 2.68 -0.52 2.31 0.01
H -6.36 5.30 -0.75 0.42
H 0.91 1.28 1.77 0.29
C -1.70 -2.69 0.11 0.36
C -5.47 3.35 -0.82 -0.58
O 5.89 3.50 -1.31 -0.56
H -4.23 6.47 -0.37 0.41
H 2.72 -2.84 1.29 0.50
C 0.55 -0.53 2.68 -0.38
H -4.31 -6.15 1.79 0.42
C -3.13 -4.59 0.93 -0.35
H -2.12 5.19 -0.22 0.44
C 5.48 2.42 -0.98 0.06
C 3.39 1.25 -3.89 -0.99
O -1.98 1.25 -0.50 -0.68
H -2.20 -3.60 -1.75 0.47
C -2.83 -2.63 2.30 -0.10
C -3.89 -5.16 1.93 -0.85
H 6.48 -0.03 1.03 0.41
C -3.09 3.30 -0.54 0.62
C 4.36 1.78 -1.77 -0.24
H 4.80 0.99 2.23 0.28
H -1.00 -4.49 -0.83 0.52
H -4.67 -4.95 3.91 0.43
H -2.44 -1.64 2.42 0.24
H -2.98 -5.14 0.01 0.40
H 2.78 -0.85 0.00 0.02
C -3.06 4.69 -0.40 -0.34
H -0.54 -2.98 -1.64 -0.02
N 0.25 0.50 1.69 -0.63
H 2.00 -2.05 -0.82 0.29
C -2.58 -3.32 1.10 0.76
H 3.44 1.17 -4.96 0.46
H 2.09 -1.85 3.31 0.50
H 3.03 1.44 -0.11 0.93
C -4.30 2.63 -0.74 -0.40
H -0.27 -1.25 2.67 -0.14
H -2.04 -0.76 -2.39 0.39
H -4.30 1.55 -0.84 0.41
Ir 0.18 0.14 -0.68 3.15
C -1.33 -3.49 -1.10 -1.34
H 0.95 -2.77 1.21 0.18
H 5.39 2.00 -3.64 0.53
N -1.91 2.53 -0.48 1.08
O 0.26 2.45 -0.38 -0.23
N -0.79 3.14 -0.39 -0.88
O 4.53 0.49 1.45 -0.41
H -1.16 0.60 -3.19 0.46
N 5.99 1.74 0.07 -0.11
N 2.14 0.93 -1.89 -0.09
C 5.61 0.44 0.55 -0.54
C 1.87 -1.24 2.43 -0.50
H -3.75 -2.69 4.23 0.42
C 2.23 0.90 -3.21 -0.18
C 4.48 1.70 -3.15 -0.45
C -5.45 4.74 -0.69 -0.48
H -0.69 0.86 1.85 0.24
C -3.57 -3.22 3.30 -0.78
C -4.10 -4.49 3.12 -0.42
C 3.17 1.38 -1.18 -0.08
O -1.24 -1.57 0.31 -0.66
```

***

ORCA calculation (wB97M-V/def2-TZVPD) on C25H33FN4PdSi as an isolated structure.

Computed properties:
Energy, eV: -46497.0757
Highest occupied orbital energy, eV: -7.07
Frontier orbital gap, eV: 7.70
Total charge: 0

The geometry in XYZ format:
```
65
Properties=species:S:1:pos:R:3:mulliken_charge:R:1
H -6.29 -0.93 0.02 0.42
N -1.71 -0.64 0.00 0.68
C -0.15 -2.77 -1.51 -1.12
H -1.58 -0.01 -2.53 0.17
H 0.17 2.57 3.15 0.43
C -5.43 -0.27 0.01 -1.09
C 2.62 0.78 1.26 0.18
H 0.20 -3.81 1.27 0.47
H -1.10 2.38 -1.93 0.43
H 1.43 0.46 4.45 0.38
H 4.75 0.75 -0.84 0.22
H -1.15 2.32 1.97 0.43
C 3.98 0.85 1.60 -1.11
H 0.22 2.61 -3.12 0.42
C -2.56 -3.64 -0.03 -1.49
C -4.47 1.89 0.01 -0.80
N 0.28 0.79 -2.05 1.24
C -0.61 0.09 -3.00 -1.41
C -0.04 2.24 -2.12 -1.18
H -1.56 -0.10 2.54 0.17
H -6.59 1.56 0.02 0.39
C 2.15 0.55 3.66 -0.32
H -0.16 -0.94 3.22 0.48
C 1.72 0.66 2.35 0.55
C 1.72 0.64 -2.34 0.55
C -3.22 1.30 0.01 0.81
C 3.51 0.57 3.96 -0.89
C -4.17 -0.83 0.01 -0.84
H -2.06 -4.60 -0.04 0.39
Pd 0.12 0.35 0.00 -0.08
F -2.17 2.18 0.00 -0.35
Si -1.22 -2.31 -0.02 0.55
H -0.70 0.66 -3.92 0.46
H -0.72 -2.82 2.39 0.29
H -3.20 -3.61 0.86 0.39
H -0.20 -0.89 -3.22 0.47
N 2.04 0.81 0.00 0.38
C 4.40 0.73 2.92 -0.86
H 0.74 -2.17 1.59 0.24
H 4.74 0.98 0.86 0.45
N 0.28 0.76 2.06 1.15
H 0.73 -2.14 -1.64 0.23
H -0.70 0.59 3.93 0.45
C 2.15 0.51 -3.65 -0.36
H -4.51 2.97 0.02 0.46
H 1.42 0.45 -4.45 0.39
H 0.20 -3.79 -1.34 0.47
H 0.54 2.78 -1.37 0.19
C -0.15 -2.79 1.46 -1.13
C -0.08 2.20 2.15 -1.16
H -0.72 -2.78 -2.44 0.29
C 4.40 0.55 -2.91 -0.93
H 5.47 0.51 -3.11 0.40
H -3.20 -3.59 -0.91 0.38
C -2.97 -0.08 0.00 0.43
C 2.62 0.73 -1.25 0.31
H -4.10 -1.91 0.00 0.24
H 3.85 0.47 4.98 0.41
C 3.98 0.70 -1.59 -1.02
H 3.83 0.33 -4.97 0.41
H 0.47 2.77 1.40 0.18
C -5.61 1.11 0.02 -0.39
C 3.50 0.45 -3.95 -0.89
C -0.59 0.03 3.00 -1.42
H 5.47 0.76 3.12 0.39
```

***

ORCA calculation (wB97M-V/def2-TZVPD) on C25H33IrN5O5PS as an isolated structure.

Computed properties:
Energy, eV: -67080.2577
Highest occupied orbital energy (alpha / beta), eV: -16.10 / -16.53
Frontier orbital gap (alpha / beta), eV: 8.75 / 4.06
Multiplicity: 6
Total charge: +3

The geometry in XYZ format:
```
71
Properties=species:S:1:pos:R:3:mulliken_charge:R:1
C 2.51 6.27 -0.44 -1.14
H -0.56 -4.58 0.66 0.53
C 0.73 4.85 -2.40 -0.99
H 1.63 -2.11 -0.19 0.32
H 1.70 -1.63 1.41 0.32
H 3.94 -2.22 0.66 0.24
H -0.09 4.31 -2.89 0.43
H 2.50 4.99 2.29 0.42
C -2.28 -4.75 -2.61 -0.91
C -1.62 -2.83 -1.34 0.90
O 5.31 -0.19 -0.15 -0.33
N 3.42 -1.40 0.39 -0.21
C -3.18 -1.02 0.35 -0.45
C -4.36 1.04 0.80 -0.62
H -0.41 -1.39 -2.37 0.38
Ir 1.01 0.82 -0.03 1.47
C -0.92 -4.19 1.60 -0.50
H 0.74 4.95 2.02 0.44
C -5.57 0.34 0.75 -0.71
H -0.35 -2.70 -4.48 0.46
S -1.57 1.01 0.48 1.70
H 3.34 6.65 0.16 0.46
C -2.29 -4.05 -1.42 -0.32
H 2.91 5.93 -1.39 0.40
N 1.54 3.92 -1.66 0.20
C -1.93 -2.39 2.88 -0.68
H -6.50 0.86 0.91 0.44
C 4.02 -0.28 -0.08 0.55
H -2.23 -2.79 4.96 0.46
C -0.85 -4.96 2.75 -0.74
H -6.51 -1.54 0.37 0.47
H -4.42 -2.77 0.03 0.39
C -1.49 -2.91 1.65 0.61
H 5.97 -1.44 1.38 0.38
C 6.18 -1.22 0.33 -0.82
H -2.79 -5.70 -2.67 0.45
O 3.33 0.69 -0.46 -0.56
C 1.68 5.40 1.69 -1.18
H 7.18 -0.81 0.24 0.25
N 1.55 2.88 0.41 -0.44
H -2.31 -1.38 2.93 0.45
H -1.63 -4.80 -4.65 0.43
H -1.23 -5.04 4.86 0.45
N 2.01 -1.42 0.46 -0.47
C 1.86 2.69 -2.29 -0.82
H -0.44 -5.96 2.70 0.46
H 1.18 1.87 -1.95 0.20
H 6.10 -2.12 -0.28 0.37
H 1.65 6.47 1.89 0.41
C -1.31 -4.45 3.96 -0.49
H 1.67 3.00 1.41 0.18
P -1.57 -1.86 0.20 0.89
C 1.64 3.99 -0.29 0.65
N 1.87 5.19 0.28 0.15
C -1.86 -3.17 4.02 -0.78
C -4.39 -1.71 0.26 -0.51
C -0.93 -2.34 -2.45 -0.39
H 0.29 5.61 -1.76 0.39
H 1.77 2.79 -3.37 0.53
H -4.34 2.10 0.99 0.58
C -0.92 -3.06 -3.63 -0.66
O -1.43 2.42 0.66 -0.66
O -1.08 0.55 -0.88 -0.68
H 1.83 7.11 -0.60 0.41
H 1.30 5.33 -3.20 0.40
C -1.61 -4.26 -3.72 -0.64
C -5.57 -1.02 0.45 -0.69
H 2.88 2.38 -2.03 0.35
H -2.81 -4.46 -0.56 0.49
O -0.70 0.20 1.41 -0.83
C -3.20 0.34 0.59 0.74
```